Molecular formula: C33H41ClGaN3O4P2Si2
Method: DFT, ωB97M-V/def2-TZVPD

Summary:
- strongest force on any atom (eV/Å) = 1.34

Each line ends with the Löwdin charge.
Positions of all 87 atoms, in Å:
Ga1 -1.516 -0.661 0.041  0.31
C1 -3.831 2.407 -1.303  -0.18
Si1 -2.004 2.605 -1.047  0.35
C2 -1.745 3.447 0.604  -0.16
C3 -1.386 3.720 -2.411  -0.17
N1 -1.228 1.052 -0.985  -0.23
P1 0.026 0.350 -1.749  0.72
C4 0.268 -1.162 -0.919  -0.38
P2 0.989 -0.918 0.638  0.69
N2 -0.066 -0.052 1.522  -0.25
Si2 -0.357 0.209 3.211  0.32
C5 0.726 1.547 3.931  -0.19
C6 -2.127 0.814 3.357  -0.16
C7 -0.115 -1.274 4.318  -0.18
C8 2.693 -0.312 0.613  -0.31
C9 3.129 0.737 1.411  -0.09
C10 4.463 1.127 1.389  -0.08
C11 5.361 0.475 0.557  -0.08
C12 4.928 -0.566 -0.260  -0.07
C13 3.599 -0.961 -0.233  -0.07
C14 1.254 -2.588 1.340  -0.28
C15 2.201 -2.788 2.346  -0.10
C16 2.340 -4.029 2.955  -0.08
C17 1.533 -5.087 2.558  -0.09
C18 0.603 -4.904 1.541  -0.08
C19 0.466 -3.664 0.932  -0.09
C20 -0.449 -0.030 -3.461  -0.28
C21 -0.501 0.972 -4.432  -0.09
C22 -1.007 0.699 -5.696  -0.08
C23 -1.468 -0.578 -5.997  -0.09
C24 -1.413 -1.580 -5.038  -0.07
C25 -0.903 -1.309 -3.772  -0.08
C26 1.474 1.410 -1.921  -0.29
C27 1.709 2.438 -1.011  -0.09
C28 2.854 3.216 -1.118  -0.07
C29 3.771 2.962 -2.129  -0.08
C30 3.552 1.925 -3.028  -0.07
C31 2.408 1.147 -2.924  -0.08
H1 -4.312 3.389 -1.403  0.04
H2 -4.290 1.886 -0.456  0.02
H3 -4.035 1.824 -2.206  0.03
H4 -1.814 4.538 0.515  0.03
H5 -0.775 3.192 1.048  0.01
H6 -2.523 3.120 1.308  0.02
H7 -1.653 4.752 -2.150  0.04
H8 -1.881 3.477 -3.358  0.03
H9 -0.305 3.686 -2.565  0.01
H10 0.758 2.436 3.288  0.03
H11 1.752 1.203 4.110  0.02
H12 0.309 1.851 4.902  0.04
H13 -2.164 1.910 3.319  0.02
H14 -2.583 0.498 4.303  0.03
H15 -2.748 0.437 2.543  0.00
H16 0.946 -1.467 4.500  0.02
H17 -0.545 -2.181 3.888  0.01
H18 -0.591 -1.083 5.289  0.04
H19 2.417 1.261 2.037  0.07
H20 4.799 1.945 2.015  0.11
H21 6.401 0.784 0.535  0.10
H22 5.628 -1.067 -0.918  0.10
H23 3.249 -1.773 -0.864  0.12
H24 2.842 -1.967 2.650  0.11
H25 3.078 -4.171 3.737  0.10
H26 1.641 -6.058 3.030  0.10
H27 -0.008 -5.737 1.209  0.10
H28 -0.230 -3.532 0.116  0.09
H29 -0.134 1.968 -4.203  0.09
H30 -1.043 1.482 -6.446  0.10
H31 -1.869 -0.790 -6.982  0.10
H32 -1.764 -2.578 -5.273  0.10
H33 -0.848 -2.084 -3.018  0.09
H34 0.994 2.618 -0.213  0.09
H35 3.031 4.017 -0.409  0.11
H36 4.664 3.571 -2.213  0.10
H37 4.274 1.721 -3.810  0.11
H38 2.235 0.336 -3.624  0.11
C32 -4.269 -3.164 2.874  0.00
C33 -3.065 -2.565 2.293  -0.15
N3 -2.134 -2.076 1.841  0.20
H39 -4.046 -4.163 3.240  0.09
H40 -5.038 -3.221 2.102  0.09
H41 -4.631 -2.547 3.694  0.09
O1 -5.305 -1.877 -0.502  -0.27
Cl1 -4.043 -1.314 -0.862  0.75
O2 -3.574 -0.372 0.241  -0.36
O3 -4.065 -0.601 -2.097  -0.27
O4 -2.965 -2.311 -0.882  -0.34

Cartesian forces (eV/Å) of the 6 atoms listed first:
0.7 0.8 0.8
-0.3 0.0 0.0
-0.1 -0.1 0.1
0.0 0.1 0.3
0.1 0.1 -0.2
-0.2 0.0 -0.3

=====

Molecular formula: C6H17NO4
Method: DFT, ωB97M-V/def2-TZVPD

Summary:
- strongest force on any atom (eV/Å) = 2.62
- SMILES = C=N/C=C/CCCO.O.O.O

Each line ends with the natural charge from an NBO analysis.
Positions of all 28 atoms, in Å:
C1 0.132 -2.732 -1.616  -0.06
O1 1.249 -1.958 -1.207  -0.74
C2 -0.768 -2.791 -0.356  -0.41
C3 -1.422 -1.373 -0.271  -0.43
C4 -1.261 -0.840 1.136  -0.25
C5 -0.225 -0.014 1.320  -0.05
N1 0.438 0.621 2.378  -0.42
C6 0.826 -0.033 3.410  -0.09
H1 -0.422 -2.353 -2.474  0.16
H2 0.534 -3.724 -1.918  0.16
H3 1.766 -1.616 -1.945  0.48
H4 -1.473 -3.624 -0.418  0.21
H5 -0.156 -3.019 0.525  0.22
H6 -2.470 -1.380 -0.582  0.21
H7 -0.924 -0.698 -0.964  0.21
H8 -2.023 -0.945 1.908  0.21
H9 0.306 0.337 0.439  0.22
H10 0.555 -1.100 3.425  0.17
H11 1.235 0.670 4.121  0.20
H12 -1.614 4.721 -2.559  0.47
H13 -0.671 4.903 -1.375  0.48
O2 -1.465 4.418 -1.654  -0.95
H14 2.025 1.970 -0.203  0.50
H15 3.357 1.191 -0.023  0.46
O3 2.850 1.724 -0.623  -0.97
H16 -0.376 2.431 -0.936  0.50
H17 -0.177 2.799 0.630  0.50
O4 0.175 2.415 -0.168  -0.98

Cartesian forces (eV/Å) of the 6 atoms listed first:
0.7 -1.6 0.8
0.1 0.7 -0.2
0.1 0.3 -1.3
-0.5 -0.7 1.0
0.0 1.4 0.3
1.3 0.1 -0.8

=====

Molecular formula: C10H10NO3S
Method: DFT, ωB97M-V/def2-TZVPD

Summary:
- strongest force on any atom (eV/Å) = 4.75
- net charge = -1

Each line ends with the natural charge from an NBO analysis.
Positions of all 25 atoms, in Å:
C1 -0.468 -1.730 -2.724  -0.28
C2 0.950 -1.604 -2.665  -0.21
C3 -1.245 -1.256 -1.627  -0.20
C4 1.543 -0.810 -1.715  -0.26
C5 -0.580 -0.677 -0.513  -0.10
C6 -1.165 -0.110 0.646  -0.15
C7 0.828 -0.425 -0.601  0.19
C8 -0.281 0.490 1.441  0.33
C9 -2.624 0.071 0.970  -0.60
C10 -0.163 1.232 2.736  -0.72
N1 1.357 0.030 0.542  -0.66
O1 3.551 0.959 -0.227  -1.01
O2 1.586 2.478 -0.195  -1.01
O3 2.518 1.699 1.868  -1.04
S1 2.345 1.434 0.430  2.51
H1 -0.714 -2.284 -3.577  0.20
H2 1.625 -1.942 -3.367  0.19
H3 -2.247 -1.366 -1.752  0.19
H4 2.599 -0.531 -1.500  0.26
H5 -2.832 0.318 1.958  0.21
H6 -3.196 -0.912 0.624  0.20
H7 -3.084 0.793 0.323  0.21
H8 0.624 1.859 2.472  0.30
H9 0.077 0.413 3.600  0.22
H10 -1.005 1.872 2.855  0.22

Cartesian forces (eV/Å) of the 6 atoms listed first:
2.3 0.6 2.2
-1.5 1.9 1.2
4.0 -0.3 -0.9
1.4 0.1 1.7
-0.1 -0.5 -2.9
-0.1 1.6 1.9

=====

| no. | DFT total energy (eV) |
| --- | --- |
| 1 | -146775.3057 |
| 2 | -16175.4273 |
| 3 | -28999.1951 |